Record 1
Below is C4H16O9Zn as an isolated structure, with properties calculated with wB97M-V/def2-TZVPD.

Geometry as XYZ:
```
30
Properties=species:S:1:pos:R:3:mulliken_charge:R:1
Zn 0.87538 -0.54138 0.70740 0.8386
C -1.03724 -0.07201 -3.02501 -0.8324
C 0.04642 -0.92982 -2.34650 0.4437
O 0.58305 -0.49002 -1.30933 -0.3513
O 0.31190 -2.04699 -2.89496 -0.7283
H -1.06344 0.94518 -2.63420 0.2147
H -2.02763 -0.51644 -2.92643 0.2601
H -0.75380 0.11269 -4.06118 0.3262
C -2.82667 1.06971 0.44659 -0.6896
C -1.69291 1.00328 1.45727 0.2735
O -0.53991 0.95108 1.01449 -0.4948
O -1.95842 0.93461 2.69754 -0.7313
H -3.39682 0.14293 0.51070 0.2450
H -2.49517 1.29681 -0.56664 0.1436
H -3.52857 1.83469 0.77862 0.3551
O 1.38486 -0.33809 2.70617 -0.3607
H 0.86165 0.14870 3.34297 0.2861
H 2.00516 -0.83773 3.23703 0.2455
O 2.34241 -2.06558 0.61764 -0.3478
H 2.39427 -2.97432 0.32144 0.2613
H 3.14346 -1.93224 1.12437 0.2767
O 2.49993 0.80028 0.55130 -0.3742
H 3.23958 0.97008 -0.03206 0.2606
H 2.46361 1.56761 1.12236 0.2972
O -0.55493 -1.99832 0.84160 -0.2861
H -0.67405 -2.94408 0.75462 0.2268
H -1.37273 -1.68818 1.23048 0.2691
O 0.65844 2.57573 -1.60424 -0.6435
H 0.98724 1.88879 -1.02439 0.2972
H 0.12491 3.13301 -1.03764 0.3191
```

Summary:
- energy above the lowest of the compared OMol25 structures with the same formula, charge and spin (eV) = 2.017
- largest force on an atom (eV/Å) = 3.92
- energy (a.u.) = -2618.556203
- HOMO (Eh) = -0.2921
- net charge = 0

***

Record 2
Below is a 3-piece molecular cluster, C11H12F2O9 overall, with properties calculated with wB97M-V/def2-TZVPD.

Geometry as XYZ:
```
34
Properties=species:S:1:pos:R:3:mulliken_charge:R:1
C -1.24757 3.98790 1.57325 -0.7231
C -1.08818 2.79960 0.80823 -0.2103
C 0.13120 2.53368 -0.17790 0.4451
C 1.39400 2.17705 0.73834 -0.2367
O 2.21643 3.37669 0.87264 -0.3297
C 1.60545 4.30894 -0.01758 0.5439
O 1.88989 5.50196 0.13060 -0.5085
O 0.71649 3.65202 -0.90482 -0.3769
H -2.26480 4.33091 1.94169 0.2584
H -0.36089 4.66344 1.83755 0.2102
H -1.93816 2.03783 0.91776 0.1753
H -0.13930 1.77099 -0.97772 0.2876
H 1.10950 1.66920 1.71550 0.2932
H 2.06021 1.51845 0.06162 0.1480
O -2.28447 -0.58814 2.66646 -0.5274
C -2.44705 -0.98056 1.55041 0.6137
O -3.48483 -1.77307 1.16127 -0.3454
C -3.39266 -1.90305 -0.25128 -0.4498
C -1.94515 -1.62513 -0.50263 0.6002
F -1.76624 -1.02999 -1.70924 -0.3338
O -1.61247 -0.69558 0.50995 -0.1924
H -4.05155 -1.17131 -0.72759 0.2802
H -3.68725 -2.90234 -0.57399 0.3102
H -1.29932 -2.50141 -0.42245 0.0769
O 0.28958 -3.83848 0.63174 -0.5223
C 1.14077 -3.45779 -0.11657 0.7052
O 2.47313 -3.65255 0.07874 -0.3400
C 3.13103 -3.17452 -1.08702 -0.4829
C 2.13594 -2.20407 -1.63968 0.4378
F 2.19992 -2.15783 -2.99087 -0.2857
O 0.89359 -2.76860 -1.26652 -0.2706
H 3.32452 -4.01107 -1.76407 0.2818
H 4.08035 -2.70021 -0.83538 0.3090
H 2.21790 -1.19295 -1.23044 0.1587
```

Summary:
- SMILES = C=C[C@@H]1COC(=O)O1.O=C1OC[C@@H](F)O1.O=C1OC[C@@H](F)O1
- largest force on an atom (eV/Å) = 4.57
- energy (a.u.) = -1303.193047
- HOMO (Eh) = -0.3524
- net charge = 0

***

Record 3
Below is C32H33N2O3P2PdS2 as an isolated structure, with properties calculated with wB97M-V/def2-TZVPD.

Geometry as XYZ:
```
75
Properties=species:S:1:pos:R:3:mulliken_spin:R:1
Pd 0.87489 -0.95088 1.22940 1.1066
O 2.18519 0.43682 4.87097 0.0164
S 1.73670 0.46373 3.51857 -0.0190
O 2.65513 -0.12118 2.50773 0.0725
O 0.39091 -0.13074 3.27915 0.0887
C 1.53935 2.16208 3.03830 0.0392
C 1.73974 3.13676 4.00230 0.0012
C 1.56174 4.47409 3.67833 -0.0005
C 1.18116 4.83314 2.39544 0.0039
C 0.98284 3.85439 1.43348 0.0078
C 1.15882 2.50867 1.74102 0.0050
P 0.96782 1.29156 0.39668 0.1869
C 2.32905 1.66567 -0.73781 0.0180
C 3.51367 0.94740 -0.58054 0.0123
C 4.62254 1.26107 -1.35259 -0.0001
C 4.55632 2.28750 -2.28221 0.0047
C 3.38246 3.01487 -2.43490 -0.0005
C 2.27348 2.71155 -1.66285 0.0103
C -0.58290 1.77275 -0.40776 0.0375
C -0.75516 1.67805 -1.78939 0.0142
C -1.99142 1.94007 -2.36294 -0.0102
C -3.07219 2.28195 -1.56193 0.0196
C -2.91266 2.35958 -0.18486 -0.0113
C -1.67697 2.10506 0.39087 0.0159
H 2.03429 2.83358 4.99668 -0.0002
H 1.72103 5.23385 4.43148 0.0000
H 1.04185 5.87468 2.13940 0.0001
H 0.68797 4.14861 0.43341 0.0029
H 3.57631 0.16000 0.15954 -0.0092
H 5.53996 0.70376 -1.22015 0.0002
H 5.42238 2.52913 -2.88366 0.0003
H 3.33473 3.82648 -3.14849 0.0001
H 1.37224 3.29842 -1.78013 0.0029
H 0.08616 1.43275 -2.42706 0.0047
H -2.11119 1.89122 -3.43766 0.0002
H -4.03391 2.49355 -2.00987 0.0008
H -3.75095 2.62703 0.44469 0.0002
H -1.56405 2.16234 1.46740 0.0021
C -0.62500 -1.04507 -4.09272 0.0010
C 0.15780 -2.14657 -3.46521 0.0038
C 0.38800 -3.36226 -4.03738 0.0025
C 1.17594 -4.29408 -3.33171 0.0008
N 1.70427 -4.02318 -2.14948 0.0042
C 1.48886 -2.82829 -1.59366 -0.0090
S 2.24024 -2.42619 -0.12134 0.1951
N 0.70097 -1.92033 -2.24181 0.0083
C 1.47504 -5.63493 -3.91240 -0.0003
H -1.09178 -1.39107 -5.01075 0.0002
H 0.03927 -0.21236 -4.33440 -0.0001
H -1.39508 -0.67526 -3.41522 0.0004
H -0.02418 -3.59739 -5.00661 0.0005
H 0.55116 -1.03141 -1.77438 0.0051
H 0.68935 -5.96657 -4.58782 0.0001
H 1.62830 -6.36047 -3.11805 -0.0001
H 2.40398 -5.56608 -4.48374 0.0002
C -1.26520 -3.62970 0.97760 0.0045
P -1.33456 -1.81304 0.95731 0.1049
C -2.36840 -1.46273 -0.49694 0.0020
C -2.35265 -1.34271 2.37079 0.0050
C -2.05763 -1.87233 3.62488 0.0145
C -2.78374 -1.47923 4.73566 -0.0063
C -3.79952 -0.54229 4.60661 0.0158
C -4.09208 -0.00244 3.36288 -0.0088
C -3.37158 -0.40031 2.24621 0.0167
H -0.63698 -3.97909 1.79492 -0.0007
H -0.80636 -3.97484 0.04988 0.0043
H -2.26564 -4.05199 1.07958 -0.0003
H -3.36773 -1.87331 -0.34426 0.0024
H -1.92517 -1.94685 -1.36623 0.0010
H -2.43921 -0.39118 -0.68420 -0.0009
H -1.24526 -2.57795 3.74818 0.0032
H -2.54726 -1.89458 5.70549 -0.0002
H -4.36166 -0.23197 5.47700 0.0008
H -4.88695 0.72405 3.26023 0.0000
H -3.61689 0.02461 1.28108 0.0053
```

Summary:
- energy above the lowest of the compared OMol25 structures with the same formula, charge and spin (eV) = 0.276
- spin multiplicity = 3
- largest force on an atom (eV/Å) = 0.24
- energy (a.u.) = -3181.264430
- HOMO (spin up / spin down) (Eh) = -0.3770 / -0.4205
- net charge = +1

***

Record 4
Below is one molecule with the formula C3H5N5, with properties calculated with wB97M-V/def2-TZVPD.

Geometry as XYZ:
```
13
Properties=species:S:1:pos:R:3:mulliken_charge:R:1
H -3.27185 0.40046 0.22924 0.1930
N -2.81789 -0.55923 0.16282 -0.6098
C -1.59153 -0.39894 -0.02518 0.4546
N -0.75461 -1.55520 -0.23518 -0.3868
N 0.50635 -1.43195 -0.13894 -0.1647
C 1.11166 -0.21154 -0.02619 0.2906
N 2.52529 -0.25728 0.04291 -0.6126
C 0.40174 0.93741 -0.15696 -0.2346
N -0.97138 0.83550 -0.19804 -0.1494
H 2.65822 -1.21096 -0.26199 0.3241
H 2.92059 -0.14632 0.95667 0.2497
H 0.82171 1.91990 -0.29102 0.3944
H -1.53831 1.67816 -0.05815 0.2514
```

Summary:
- energy above the lowest of the compared OMol25 structures with the same formula, charge and spin (eV) = 2.369
- SMILES = [H]/N=c1/nnc(N)c[nH]1
- largest force on an atom (eV/Å) = 2.28
- energy (a.u.) = -391.031338
- HOMO (Eh) = -0.3077
- net charge = 0